Below is C9H13O7PTi as an isolated structure, with properties calculated with ωB97M-V/def2-TZVPD.

Each line ends with the natural charge from an NBO analysis.
Positions of all 31 atoms, in Å:
Ti1 -0.30348 -0.05467 -1.41265  -0.055
P1 0.82460 0.74479 0.79375  1.968
O1 2.20844 1.08325 -2.73368  -0.265
O2 -1.60200 2.70936 -1.49721  -0.300
O3 1.13739 -2.71016 -0.95900  -0.312
O4 -2.82418 -1.20037 -0.11505  -0.275
O5 1.67269 1.23347 2.20507  -0.718
O6 2.23619 -0.22394 0.64705  -0.797
O7 -0.58853 1.71608 0.94229  -0.806
C1 -1.87871 -0.77210 -0.61721  0.570
C2 -1.60774 1.13531 1.70952  -0.296
C3 -1.38436 -0.02759 -3.46647  -0.399
C4 0.98215 0.83891 3.36675  -0.302
C5 0.58703 -1.71507 -1.14905  0.573
C6 2.22058 -1.33463 1.51432  -0.298
C7 -0.76340 -1.25641 -3.34444  -0.407
C8 1.25621 0.65044 -2.24847  0.571
C9 -1.12001 1.66208 -1.48450  0.584
H1 -2.44480 0.07660 -3.26489  0.270
H2 2.71659 -1.07264 2.47366  0.229
H3 -1.46355 0.05936 1.92588  0.172
H4 -0.93028 0.76380 -4.05250  0.267
H5 0.18606 -1.44524 -3.83309  0.275
H6 -1.32855 -2.13227 -3.04549  0.264
H7 -1.73053 1.71331 2.64814  0.249
H8 -2.55710 1.24551 1.14195  0.207
H9 1.20276 -1.74731 1.67636  0.158
H10 0.38684 -0.08988 3.24541  0.166
H11 1.72808 0.61102 4.15175  0.254
H12 0.34750 1.67355 3.72851  0.215
H13 2.83411 -2.13455 1.05330  0.240

Lowest unoccupied orbital energy (alpha / beta) in eV: -10.918 / -10.963
Total charge: +2
Electronic energy in eV: -56255.4889
2S+1: 3


Below is a 2-piece molecular cluster, C9H14 overall, with properties calculated with ωB97M-V/def2-TZVPD.

Each line ends with the natural charge from an NBO analysis.
Positions of all 23 atoms, in Å:
C1 0.90854 -0.33926 -0.93557  -0.404
C2 -0.35770 0.79924 2.19196  -0.634
C3 -0.18385 1.76542 -1.61776  -0.246
C4 1.14205 0.42054 2.37873  -0.599
C5 -0.25797 -1.07645 -1.03823  -0.003
C6 -1.41555 1.10528 -1.40962  -0.376
C7 0.95822 0.97466 -1.41888  -0.358
C8 -0.27594 -2.56964 -0.88174  -0.619
C9 -1.49448 -0.34179 -1.23674  -0.419
H1 1.78258 0.93738 1.55822  0.208
H2 -0.05016 2.76614 -1.74571  0.182
H3 0.70048 -2.93087 -1.52285  0.176
H4 -0.32663 1.88889 1.84565  0.201
H5 -2.47544 -0.87498 -1.22418  0.179
H6 -0.14835 -2.80407 0.10074  0.196
H7 1.26957 -0.57363 2.25965  0.196
H8 -2.41020 1.66640 -1.44228  0.168
H9 -0.94247 0.82663 3.12683  0.179
H10 -0.98518 -3.25158 -1.31826  0.203
H11 -0.83477 0.24976 1.31309  0.260
H12 2.02503 1.45748 -1.49731  0.162
H13 1.54074 0.83754 3.20210  0.176
H14 1.83148 -0.93309 -0.68786  0.173

Lowest unoccupied orbital energy (alpha / beta) in eV: 4.016 / 3.982
Total charge: -1
Electronic energy in eV: -9557.0157
2S+1: 2


Energy above the lowest of the compared OMol25 structures with the same formula, charge and spin, record by record: 293.4; 171.9 kJ/mol